Record 1
DFT (ωB97M-V with the def2-TZVPD basis set) results for a molecular structure, C38H33N6NaO3PS.

```
! wB97M-V def2-TZVPD RIJCOSX def2/J DEFGRID3
* xyz -1 1
S -1.63 2.98 1.76
P 1.12 -1.61 1.56
Na -0.52 0.94 -0.11
O -0.64 -1.59 -1.36
O -1.79 0.67 -1.79
O -2.53 0.09 -3.83
N 1.89 0.77 -0.88
N -0.18 -2.08 2.57
N 0.82 2.26 2.81
N -0.73 3.06 4.23
N 1.12 1.82 1.57
N -1.72 -0.65 1.56
C 2.42 -1.40 2.83
C 0.93 -3.26 -5.63
C 3.15 -0.34 4.87
C -1.52 -1.60 -2.48
C 0.75 -1.88 -5.54
C -5.07 -3.90 -1.65
C 2.35 1.52 1.37
C -4.16 -3.64 -0.64
C 4.46 -0.73 4.62
C 2.30 0.26 -2.03
C -2.52 -2.23 3.16
C -2.00 -0.11 -2.74
C 3.74 -1.78 2.58
C 4.55 0.08 -1.29
C 2.79 0.97 0.09
C 1.65 -3.21 0.82
C -0.08 -1.34 -4.57
C -4.05 -0.74 2.09
C 1.75 -4.40 1.53
C -0.42 2.74 2.93
C 4.14 0.62 -0.08
C 3.61 -0.11 -2.29
C 2.41 -5.57 -0.46
C 2.12 -5.58 0.90
C -2.77 -2.42 -2.18
C 0.27 -4.09 -4.74
C -3.01 -2.90 -0.90
C 4.75 -1.45 3.47
C 2.14 -0.66 3.98
C -2.97 -0.22 1.40
C 2.34 -4.39 -1.18
C -4.83 -3.42 -2.93
C -0.56 -3.54 -3.76
C -0.74 -2.17 -3.66
C -3.81 -1.77 2.99
C -3.69 -2.68 -3.20
C 1.96 -3.21 -0.54
C -1.50 -1.63 2.42
H 4.83 0.77 0.73
H -0.26 -0.27 -4.53
H -5.55 -3.61 -3.72
H 3.98 -2.33 1.68
H -2.31 -2.69 -0.11
H -3.51 -2.27 -4.18
H -3.11 0.57 0.67
H -1.52 3.66 4.36
H 2.56 -4.37 -2.24
H 5.77 -1.75 3.26
H 5.25 -0.47 5.32
H 5.58 -0.20 -1.44
H -2.30 -3.04 3.85
H 1.55 -4.41 2.60
H 0.39 -5.16 -4.80
H 1.91 -2.28 -1.10
H -4.35 -4.00 0.37
H 1.57 -3.67 -6.39
H 3.09 1.65 2.17
H -0.27 -2.48 -1.28
H 3.87 -0.53 -3.25
H 2.92 0.24 5.76
H -0.07 -2.83 3.23
H -1.08 -4.20 -3.08
H 0.07 3.19 4.84
H 1.13 -0.31 4.16
H 2.19 -6.50 1.46
H 1.25 -1.22 -6.24
H -5.05 -0.36 1.92
H 2.69 -6.49 -0.96
H -4.62 -2.21 3.56
H 1.52 0.10 -2.78
H -5.97 -4.48 -1.44
*
```

Molecular weight   707.75 g mol⁻¹
HOMO energy   -4.40 eV
Kohn-Sham gap   6.6 eV

Record 2
DFT (ωB97M-V with the def2-TZVPD basis set) results for a single C3H5NO molecule in a non-equilibrium geometry.

```
! wB97M-V def2-TZVPD RIJCOSX def2/J DEFGRID3
* xyz 0 1
O -1.55 -0.73 1.46
N 0.71 0.34 -0.71
C -0.56 0.88 -0.21
C 0.70 -0.80 0.23
C -0.69 -0.33 0.73
H -0.47 1.84 0.34
H 0.91 0.21 -1.69
H 1.51 -0.43 0.82
H -1.34 0.93 -0.96
H 0.79 -1.87 -0.06
*
```

Molecular weight   71.08 g mol⁻¹
HOMO energy   -9.13 eV
Kohn-Sham gap   10.1 eV

Record 3
DFT (ωB97M-V with the def2-TZVPD basis set) results for a molecular structure, C2H3F3IN in a non-equilibrium geometry.

```
! wB97M-V def2-TZVPD RIJCOSX def2/J DEFGRID3
* xyz 0 1
I -1.94 0.01 -1.50
F -0.65 2.18 0.05
F 1.14 1.34 0.92
F -0.83 0.60 1.53
N 0.29 -1.64 -0.19
C -0.05 1.01 0.45
C 0.01 0.00 -0.61
H 1.31 -1.59 -0.11
H 0.81 0.06 -1.28
H -0.07 -1.96 0.75
*
```

Molecular weight   224.95 g mol⁻¹
HOMO energy   -9.76 eV
Kohn-Sham gap   9.9 eV

Record 4
DFT (ωB97M-V with the def2-TZVPD basis set) results for a molecular structure, C8H11N4O2 in a non-equilibrium geometry.

```
! wB97M-V def2-TZVPD RIJCOSX def2/J DEFGRID3
* xyz 1 1
O -0.50 -4.31 -0.57
O 2.64 0.01 1.17
N 0.44 -2.01 0.22
N -1.28 -2.53 0.62
N -2.58 -4.36 0.10
N 0.61 -1.04 -0.57
C 1.44 2.02 0.53
C -0.05 3.96 -0.80
C 1.33 4.03 -1.01
C 2.12 0.97 0.86
C -0.68 3.03 0.00
C 2.02 3.04 -0.31
C 0.02 2.13 0.76
C -1.47 -3.66 0.05
H -1.95 -2.04 1.15
H 1.87 4.85 -1.49
H -0.54 1.46 1.38
H 0.57 -1.36 -1.62
H -3.25 -4.12 0.77
H -0.63 4.74 -1.22
H -2.59 -5.32 -0.22
H 3.14 3.04 -0.50
H 0.77 -1.95 1.13
H 0.24 -3.55 -0.41
H -1.71 2.96 -0.04
*
```

Molecular weight   195.20 g mol⁻¹
HOMO energy   -10.79 eV
Kohn-Sham gap   5.5 eV

Record 5
DFT (ωB97M-V with the def2-TZVPD basis set) results for a single C11H10ClN3O2 molecule.

```
! wB97M-V def2-TZVPD RIJCOSX def2/J DEFGRID3
* xyz 0 1
Cl 1.81 2.82 -0.16
O 0.50 -2.57 1.32
O 1.33 -1.07 2.68
N -2.16 1.36 -1.53
N -3.51 -0.19 0.43
N 1.52 -2.13 2.24
C -3.42 1.52 -1.23
C -0.16 -1.56 0.63
C -1.52 0.40 -0.80
C -2.19 -0.37 0.16
C 0.55 -0.77 -0.33
C 2.02 -0.96 -0.58
C -4.09 0.76 -0.25
C -0.14 0.18 -1.02
C 2.42 1.33 0.61
C 2.90 0.30 -0.42
C -1.48 -1.37 0.86
H 0.36 0.78 -1.77
H 1.66 0.94 1.29
H 2.12 -1.30 -1.62
H -3.97 2.28 -1.78
H -2.00 -1.96 1.60
H 3.90 -0.02 -0.14
H 3.26 1.64 1.23
H -5.15 0.94 -0.06
H 3.00 0.80 -1.38
H 2.43 -1.77 0.02
*
```

Molecular weight   251.67 g mol⁻¹
HOMO energy   -9.33 eV
Kohn-Sham gap   8.9 eV

Record 6
DFT (ωB97M-V with the def2-TZVPD basis set) results for 7 unconnected molecules or ions with the total composition C16H49N3O7 in a non-equilibrium geometry.

```
! wB97M-V def2-TZVPD RIJCOSX def2/J DEFGRID3
* xyz 0 1
O 6.50 10.08 -6.20
O 9.06 0.65 -6.64
O 1.58 7.42 -13.99
O 7.58 10.90 -17.72
O 1.29 1.68 -15.25
O 8.56 2.29 -12.63
O 5.85 5.76 -12.32
N 8.43 12.80 -19.87
N 12.62 0.49 -7.39
N 5.43 13.49 -6.90
C 7.20 12.85 -19.09
C 8.10 1.52 -6.07
C 10.36 1.20 -6.55
C 6.61 11.45 -6.56
C 7.65 1.24 -12.38
C 6.68 11.50 -18.68
C 5.24 12.05 -6.80
C 6.13 5.95 -10.96
C 6.94 9.88 -16.94
C 2.60 2.12 -15.36
C 11.41 -1.02 -5.81
C 4.52 11.62 -8.08
C 7.67 9.46 -5.78
C 6.19 13.59 -19.93
C 11.30 0.04 -6.96
C 1.44 7.52 -15.45
H 5.67 11.55 -18.27
H 5.26 13.71 -19.37
H 3.71 12.32 -8.30
H 8.01 9.80 -4.80
H 10.42 -1.40 -5.54
H 7.13 11.93 -5.73
H 3.33 1.31 -15.29
H 7.21 11.44 -7.46
H 2.76 2.40 -16.40
H 6.04 13.73 -7.67
H 10.69 -0.37 -7.78
H 5.96 13.03 -20.83
H 6.17 10.34 -16.31
H 8.20 0.32 -12.16
H 4.95 6.04 -12.50
H 13.22 -0.31 -7.51
H 1.17 1.37 -14.35
H 4.59 13.86 -7.33
H 7.64 9.31 -16.33
H 10.43 1.43 -5.49
H 12.99 0.95 -6.57
H 8.05 2.50 -6.54
H 12.06 -1.85 -6.09
H 7.59 8.38 -5.69
H 8.11 3.13 -12.61
H 6.47 9.16 -17.61
H 11.88 -0.64 -4.91
H 2.73 2.86 -14.57
H 1.18 8.54 -15.72
H 7.02 1.52 -11.53
H 8.89 12.11 -19.30
H 8.34 12.33 -20.76
H 4.57 11.87 -5.96
H 10.52 2.19 -6.98
H 7.36 13.53 -18.25
H 4.13 10.62 -7.91
H 7.12 6.37 -10.80
H 7.01 0.98 -13.22
H 6.60 14.59 -20.11
H 8.52 9.70 -6.42
H 0.67 7.42 -13.70
H 6.63 10.76 -19.48
H 5.38 6.62 -10.53
H 8.30 1.50 -4.99
H 5.23 11.65 -8.90
H 6.12 5.09 -10.29
H 7.12 1.07 -6.18
H 0.68 6.83 -15.83
H 2.37 7.23 -15.95
*
```

Molecular weight   395.58 g mol⁻¹
HOMO energy   -9.42 eV
Kohn-Sham gap   9.7 eV